one:
{"formula": "C5H12N2", "method": "ωB97M-V/def2-TZVPD", "species": ["H", "H", "H", "C", "H", "H", "C", "C", "H", "H", "C", "H", "H", "H", "H", "H", "N", "C", "N"], "xyz": [[2.53927, -0.92139, -1.20929], [-1.43587, -1.34188, -0.17636], [1.88031, 0.47766, -2.25881], [-1.63165, -0.33141, 0.26181], [-0.71976, -1.19793, 2.56092], [1.20623, -1.35689, 2.93513], [-0.39193, 0.53608, -0.06040], [1.59724, -0.42521, -1.57911], [1.40366, -1.17750, -2.31049], [0.45585, -1.82592, 1.28177], [0.36391, -1.56423, 2.33712], [-1.87096, -0.18692, 1.35659], [-0.35627, 2.85738, 0.04375], [-1.56400, 2.22218, -0.78113], [0.05517, 2.04164, -1.55054], [-2.49592, -0.04664, -0.35229], [0.67242, -0.17606, -0.54150], [-0.55554, 2.03955, -0.63146], [0.84784, 0.37747, 0.67430]], "lowdin_charge": [0.1018, 0.0924, 0.1038, -0.0406, 0.0122, -0.0345, -0.5146, -0.0770, 0.0542, -0.0318, 0.0524, 0.0781, 0.0655, 0.0269, 0.0730, 0.0646, -0.1974, 0.0140, 0.1572], "gap_ev": [8.6048, 8.4895], "lumo_ev": [0.66, 0.84]}

---

two:
{"formula": "C5H12N2", "method": "ωB97M-V/def2-TZVPD", "species": ["C", "H", "H", "H", "H", "C", "N", "H", "H", "H", "H", "H", "C", "C", "N", "H", "C", "H", "H"], "xyz": [[1.05911, 0.54836, 0.13006], [1.74152, -0.49142, 1.74256], [2.52805, 1.94672, -0.55713], [-0.37038, -1.40922, 1.17441], [-1.00983, 1.19142, 0.64597], [-0.45928, 0.45766, 0.06330], [1.43125, 0.46333, 1.57541], [1.06185, 1.93118, -1.48881], [2.31402, 0.96704, 1.66296], [-2.39661, -2.42541, -2.17666], [-2.94579, -2.39900, -0.36601], [1.05762, 2.74319, 0.08937], [1.43816, 1.90200, -0.46894], [-1.02362, -0.93147, 0.43917], [-1.06911, -1.73527, -0.78069], [1.51502, -0.25485, -0.45133], [-2.18821, -2.20555, -1.13399], [-0.67734, 0.51583, -1.00851], [-2.00644, -0.81454, 0.90888]], "lowdin_charge": [-0.4574, 0.0608, 0.0747, 0.1020, 0.1160, -0.1868, 0.0287, 0.0747, 0.0602, 0.0639, 0.0720, 0.0777, -0.0771, -0.2474, -0.0414, 0.1355, -0.0624, 0.1044, 0.1016], "gap_ev": 10.5380, "lumo_ev": 1.23}

---

The relative energies come out as one 516.2; two 0.0, with values in kJ/mol.